Entry 1:
Formula: C3H8O2S2
Source: the OMol25 dataset
Level of theory: ωB97M-V/def2-TZVPD

Values from the calculation:
**Net charge**: 0
**Relative energy (zero: lowest compared OMol25 entry of this formula, charge and spin)**: 125.0 kJ/mol
**HOMO-LUMO gap**: 0.358 Ha
**Electronic energy**: -29005.55295 eV
**HOMO**: -9.34 eV

Element x y z (Å)
O1 1.15 -3.52 0.08
C1 1.08 -2.48 0.68
C2 -0.03 -1.48 0.50
C3 -0.90 -1.23 1.74
S1 -2.26 -0.11 1.30
S2 -1.71 1.83 1.44
H1 1.81 -2.24 1.48
H2 0.33 -0.55 0.08
H3 -0.66 -1.82 -0.32
H4 -1.42 -2.12 2.09
H5 -0.27 -0.97 2.59
H6 -1.28 2.08 0.19
O2 1.02 4.19 -3.94
H7 1.59 3.43 -3.92
H8 1.55 4.99 -4.00

Entry 2:
Formula: C3H7N2S2
Source: the OMol25 dataset
Level of theory: ωB97M-V/def2-TZVPD

Values from the calculation:
**Net charge**: +1
**Relative energy (zero: lowest compared OMol25 entry of this formula, charge and spin)**: 394.1 kJ/mol
**HOMO-LUMO gap (alpha / beta)**: 0.256 / 0.254 Ha
**Electronic energy**: -27864.80973 eV
**HOMO (alpha / beta)**: -11.88 / -11.66 eV

Element x y z (Å)
C1 -0.60 0.49 0.04
C2 -2.60 -0.64 -0.52
C3 1.60 0.09 0.27
N1 0.44 -0.31 -0.19
N2 -1.90 0.21 0.20
S1 1.95 1.59 1.25
S2 2.98 -0.71 -0.30
H1 -0.33 1.35 0.60
H2 -2.10 -1.32 -1.16
H3 -3.59 -0.78 -0.23
H4 0.44 -1.30 -0.65
H5 -2.51 0.60 0.95
H6 3.32 1.27 1.34
H7 2.91 -0.54 -1.58

Entry 3:
Formula: C2H4N4
Source: the OMol25 dataset
Level of theory: ωB97M-V/def2-TZVPD

Values from the calculation:
**Net charge**: 0
**Relative energy (zero: lowest compared OMol25 entry of this formula, charge and spin)**: 381.7 kJ/mol
**HOMO-LUMO gap**: 0.372 Ha
**Electronic energy**: -8095.35769 eV
**HOMO**: -9.71 eV

Element x y z (Å)
N1 0.60 -0.01 -1.84
N2 -0.08 0.14 -0.66
C1 0.29 0.97 0.27
N3 0.15 0.59 1.55
N4 -0.57 -0.56 1.38
C2 -0.54 -0.96 0.06
H1 -0.15 0.25 -2.37
H2 0.90 -1.06 -1.89
H3 1.14 1.49 -0.31
H4 -1.11 -1.83 -0.46

Entry 4:
Formula: C35H77F6N7O19P2
Source: the OMol25 dataset
Level of theory: ωB97M-V/def2-TZVPD

Values from the calculation:
**Net charge**: 0
**HOMO-LUMO gap**: 0.351 Ha
**Electronic energy**: -121763.81326 eV
**HOMO**: -9.25 eV

Element x y z (Å)
C1 5.04 1.83 0.15
C2 4.30 1.52 -1.10
O1 4.81 2.27 -2.25
C3 4.62 3.56 -2.20
O2 4.16 4.19 -1.30
C4 5.33 4.17 -3.49
F1 5.11 3.51 -4.64
F2 5.02 5.47 -3.61
F3 6.67 4.15 -3.33
H1 6.15 1.81 0.04
H2 4.71 1.19 0.98
H3 4.76 2.84 0.40
H4 3.18 1.58 -1.09
H5 4.48 0.53 -1.40
C5 0.71 -4.56 6.87
C6 1.40 -4.07 5.63
O3 2.09 -2.89 5.96
C7 2.73 -2.22 5.00
O4 2.65 -2.44 3.86
C8 3.36 -0.92 5.56
F4 2.61 0.13 5.17
F5 3.37 -0.94 6.90
F6 4.57 -0.81 5.18
H6 0.10 -3.79 7.28
H7 1.40 -4.93 7.61
H8 0.20 -5.51 6.67
H9 0.61 -3.88 4.88
H10 2.17 -4.77 5.28
C9 3.88 -1.33 -3.91
O5 3.66 -0.42 -4.95
P1 2.14 0.17 -5.12
O6 2.00 0.95 -6.37
O7 1.20 -1.12 -5.09
C10 1.50 -2.13 -6.04
O8 1.83 0.78 -3.70
C11 0.57 1.51 -3.69
H11 3.36 -2.25 -4.07
H12 3.66 -0.79 -3.01
H13 4.97 -1.46 -3.96
H14 2.28 -2.83 -5.73
H15 1.69 -1.64 -7.00
H16 0.56 -2.67 -6.14
H17 -0.17 1.08 -4.36
H18 0.75 2.50 -4.10
H19 0.31 1.55 -2.64
C12 -5.82 0.21 -0.30
O9 -4.83 1.28 -0.63
P2 -5.21 2.35 -1.76
O10 -6.50 2.05 -2.45
O11 -5.16 3.75 -0.92
C13 -5.34 4.97 -1.67
O12 -3.98 2.41 -2.79
C14 -2.56 2.17 -2.37
H20 -6.19 -0.17 -1.27
H21 -6.69 0.59 0.26
H22 -5.27 -0.48 0.35
H23 -4.54 5.04 -2.40
H24 -5.24 5.81 -0.97
H25 -6.28 5.08 -2.18
H26 -2.18 1.76 -3.32
H27 -2.54 1.47 -1.54
H28 -2.25 3.11 -2.09
C15 3.99 -2.86 0.78
N1 5.33 -2.47 0.33
C16 6.23 -1.84 1.28
C17 5.75 -2.76 -0.90
O13 5.02 -3.15 -1.81
H29 3.23 -2.05 0.64
H30 4.02 -3.08 1.86
H31 3.64 -3.76 0.26
H32 5.93 -0.79 1.30
H33 6.06 -2.14 2.33
H34 7.28 -1.98 1.03
H35 6.80 -2.64 -1.12
C18 1.01 -3.23 -1.56
N2 -0.02 -3.55 -0.56
C19 0.30 -4.55 0.42
C20 -1.15 -2.85 -0.55
O14 -1.97 -2.98 0.33
H36 1.40 -4.15 -2.06
H37 1.83 -2.67 -1.07
H38 0.67 -2.55 -2.36
H39 1.21 -4.31 1.07
H40 -0.50 -4.59 1.15
H41 0.32 -5.54 -0.03
H42 -1.34 -2.29 -1.51
C21 1.47 0.02 2.19
N3 0.44 0.00 1.16
C22 -0.94 0.14 1.58
C23 0.77 -0.13 -0.15
O15 1.92 -0.10 -0.65
H43 1.42 -0.84 2.83
H44 1.22 0.93 2.77
H45 2.43 0.10 1.77
H46 -1.03 1.06 2.12
H47 -1.64 0.16 0.73
H48 -1.29 -0.70 2.24
H49 -0.10 -0.31 -0.80
C24 -5.28 3.13 2.43
N4 -3.90 3.51 2.76
C25 -3.77 4.51 3.86
C26 -2.79 2.95 2.20
O16 -1.67 3.09 2.64
H50 -5.85 4.00 2.03
H51 -5.86 2.80 3.32
H52 -5.30 2.37 1.65
H53 -2.82 4.39 4.31
H54 -3.87 5.55 3.54
H55 -4.47 4.25 4.63
H56 -3.00 2.37 1.29
C27 -3.86 -2.43 2.84
N5 -2.94 -3.00 3.85
C28 -2.49 -2.07 4.91
C29 -2.40 -4.27 3.77
O17 -1.56 -4.79 4.49
H57 -4.79 -2.14 3.33
H58 -4.03 -3.06 2.00
H59 -3.40 -1.56 2.43
H60 -3.41 -1.76 5.36
H61 -1.81 -2.68 5.55
H62 -1.88 -1.24 4.56
H63 -2.77 -4.87 2.92
C30 -3.63 -2.42 -5.22
N6 -3.23 -1.59 -4.15
C31 -4.25 -1.02 -3.29
C32 -1.92 -1.30 -3.93
O18 -1.50 -0.54 -3.09
H64 -4.25 -3.27 -4.88
H65 -2.77 -2.97 -5.62
H66 -4.12 -1.92 -6.08
H67 -4.34 0.06 -3.42
H68 -5.21 -1.52 -3.37
H69 -3.97 -1.12 -2.20
H70 -1.20 -1.63 -4.70
C33 1.20 4.40 1.20
N7 0.33 4.53 0.10
C34 0.59 3.86 -1.16
C35 -0.93 5.01 0.24
O19 -1.76 5.08 -0.61
H71 2.21 4.74 1.03
H72 1.24 3.40 1.63
H73 0.89 4.97 2.04
H74 -0.28 3.34 -1.55
H75 0.98 4.50 -1.97
H76 1.41 3.15 -1.00
H77 -1.23 5.35 1.21

Entry 5:
Formula: C4H8O2
Source: the OMol25 dataset
Level of theory: ωB97M-V/def2-TZVPD

Values from the calculation:
**Net charge**: 0
**Relative energy (zero: lowest compared OMol25 entry of this formula, charge and spin)**: 133.6 kJ/mol
**HOMO-LUMO gap**: 0.374 Ha
**Electronic energy**: -8371.89671 eV
**HOMO**: -9.37 eV

Element x y z (Å)
O1 2.28 1.58 -0.62
C1 1.51 0.67 -0.42
C2 0.81 0.44 0.91
C3 -0.35 -0.55 0.83
C4 -1.27 -0.32 -0.37
O2 -0.64 -0.79 -1.57
H1 1.26 -0.05 -1.22
H2 0.49 1.42 1.30
H3 1.58 0.08 1.62
H4 0.02 -1.58 0.79
H5 -0.96 -0.47 1.74
H6 -2.21 -0.87 -0.23
H7 -1.51 0.75 -0.44
H8 -1.00 -0.32 -2.33